Below is one molecule with the formula C3H6N2O in a non-equilibrium geometry, with properties calculated with ωB97M-V/def2-TZVPD.

The geometry in ORCA input format:
```
! wB97M-V def2-TZVPD RIJCOSX def2/J DEFGRID3
* xyz 0 1
C -1.2989 -0.3628 -0.2960
C -2.1925 0.7003 -0.4062
C 1.0224 0.5848 -0.4631
H 0.2734 -2.0242 0.6067
H 0.1029 -0.8735 1.8984
H -1.5466 -1.4581 -0.7955
H -3.2111 0.4817 -0.9123
H -1.9851 1.7266 0.0229
H 0.5295 1.1490 -1.3868
N 0.4889 -1.1221 1.0242
N 0.0272 -0.1511 0.1271
O 2.1299 0.5472 -0.0626
*
```

Properties
- Kohn-Sham gap (eV) = 10.3026
- SMILES = C=CN(N)C=O
- largest force on an atom (eV/A) = 3.56
- relative energy (zero: lowest compared OMol25 entry of this formula, charge and spin) (eV) = 3.347
- E_HOMO (Eh) = -0.3471
- E_tot (Ha) = -302.57010

Atom charges from the Löwdin analysis, given in e for atoms 1 to 5: -0.21, 0.01, -0.36, 0.09, 0.08